A) Molecular formula: C5H6
Method: DFT, ωB97M-V/def2-TZVPD

SMILES = C=C=CC=C
highest occupied orbital energy = -9.552 eV
HOMO-LUMO gap = 0.392 hartree

Each atom is followed by the atoms it is bonded to, with distances in Å.
CARTESIAN COORDINATES (ANGSTROEM)
1 C -2.18 0.32 0.11  C2 1.269, H6 1.139, H7 1.096
2 C -1.08 -0.28 -0.07  C1 1.269, C3 1.244
3 C -0.03 -0.92 -0.31  C2 1.244, C4 1.502, H8 1.126
4 C 1.29 -0.48 0.25  C3 1.502, C5 1.334, H9 1.143
5 C 1.81 0.68 -0.16  C4 1.334, H10 1.085, H11 1.072
6 H -2.66 0.39 1.14  C1 1.139
7 H -2.50 0.99 -0.68  C1 1.096
8 H -0.15 -1.96 -0.71  C3 1.126
9 H 1.48 -0.92 1.29  C4 1.143
10 H 1.44 0.93 -1.15  C5 1.085
11 H 2.60 1.25 0.29  C5 1.072


B) Molecular formula: C5H6
Method: DFT, ωB97M-V/def2-TZVPD

SMILES = C1=CCC=C1
highest occupied orbital energy = -8.515 eV
HOMO-LUMO gap = 0.359 hartree

Each atom is followed by the atoms it is bonded to, with distances in Å.
CARTESIAN COORDINATES (ANGSTROEM)
1 C -1.30 0.22 0.00  C2 1.350, C5 1.466, H6 1.065
2 C -0.68 -0.98 0.00  C1 1.350, C3 1.509, H7 1.084
3 C 0.82 -0.79 0.03  C2 1.509, C4 1.516, H8 1.083, H9 1.121
4 C 0.94 0.72 -0.03  C3 1.516, C5 1.347, H10 1.081
5 C -0.28 1.28 0.01  C1 1.466, C4 1.347, H11 1.069
6 H -2.36 0.30 0.02  C1 1.065
7 H -1.21 -1.91 -0.11  C2 1.084
8 H 1.28 -1.15 0.94  C3 1.083
9 H 1.38 -1.22 -0.84  C3 1.121
10 H 1.91 1.20 -0.04  C4 1.081
11 H -0.51 2.33 0.03  C5 1.069


Relative energies with respect to the most stable structure, expressed in eV: A) 2.121; B) 0.000.